No. 1
ORCA calculation (ωB97M-V with the def2-TZVPD basis set) on C9H19N4O14V2 as an isolated structure in a non-equilibrium geometry.

The LUMO energy comes out at -0.6187 eV.

```
! RIJCOSX wB97M-V def2-TZVPD def2/J DEFGRID3
* xyz -1 1
O 1.6174 -3.6329 -1.4147
V 2.0787 -3.5954 0.1721
O 3.2539 -2.5357 0.1266
O -1.5318 -4.1442 -2.6462
V -2.7014 -4.0084 -1.4845
O -3.9099 -3.3228 -2.2304
N -1.0692 -2.1730 0.6836
O -1.6749 -2.2120 1.7162
O 0.1717 -2.2119 0.7055
O -1.7166 -2.3905 -0.3060
N -0.7558 -5.5817 0.8140
O -1.5531 -5.5153 -0.1036
O 0.3941 -5.1253 0.7363
O -1.2715 -5.8110 1.9139
N -4.4270 -3.7092 1.4862
O -3.9601 -4.1703 0.4640
O -4.2773 -4.2854 2.5203
O -4.8780 -2.5315 1.5598
C 1.7572 3.3347 1.4309
C 0.4016 2.6359 1.0309
C -0.3266 3.6591 0.0870
C 0.2756 3.8296 -1.3239
C 0.5296 2.5046 -1.9550
C 1.2793 1.4425 -1.0913
N 0.7625 1.3921 0.3124
O 1.5264 0.4909 1.1454
C 0.9331 0.0488 -1.7982
C 2.7922 1.6461 -1.2791
C -0.5074 2.4889 2.2847
H 2.4886 3.3779 0.6239
H 1.6012 4.2284 2.0352
H 2.1853 2.7620 2.2537
H -1.4145 3.6032 0.1272
H -0.0701 4.6823 0.3615
H -0.4924 4.3909 -1.8560
H 1.2093 4.3856 -1.2394
H 1.0907 2.6596 -2.8765
H -0.4956 2.2830 -2.2516
H -0.0496 -0.3080 -1.4898
H 1.5588 -0.7933 -1.5024
H 0.8848 -0.0171 -2.8851
H 3.0754 1.3984 -2.3022
H 3.2944 0.9111 -0.6500
H 3.1068 2.6859 -1.1907
H -1.4724 2.0350 2.0595
H 0.0077 1.9318 3.0673
H -0.6073 3.4528 2.7838
H 0.8857 -0.1862 1.3749
*
```

***

No. 2
ORCA calculation (ωB97M-V with the def2-TZVPD basis set) on an isolated ion of composition C9H19N5 and charge +2 in a non-equilibrium geometry.

Its structure (SMILES) is [H]/N=C/NC(=[NH2+])N/C(=[NH+]\C(C)C)C1CC1. The value obtained for the energy above the lowest of the compared OMol25 structures with the same formula, charge and spin is 62.9 kJ/mol. The LUMO energy comes out at -8.0469 eV.

```
! RIJCOSX wB97M-V def2-TZVPD def2/J DEFGRID3
* xyz 2 1
H -1.3037 -0.2647 2.6588
N -1.4896 -0.0103 1.7731
C -2.6998 0.1128 1.4800
N -3.1703 0.3535 0.1580
C -2.3535 0.7056 -0.8993
N -2.8784 1.3625 -1.8902
N -1.0033 0.5421 -0.8085
C -0.2250 -0.4280 -0.2724
N 1.0075 -0.0983 0.0441
C 1.6154 1.2327 0.1674
C 2.1816 1.7116 -1.0749
C 2.5694 1.0690 1.3466
C -0.6830 -1.7993 -0.3545
C 0.1729 -2.9076 -0.8206
C -0.3392 -2.9153 0.5654
H -3.5889 -0.0104 2.0811
H -4.1203 0.5010 0.1525
H -3.9277 1.4025 -2.0700
H -2.2696 1.7718 -2.5852
H -0.4976 1.2723 -1.1798
H 1.4887 -0.8527 0.5780
H 0.7362 1.9056 0.5506
H 2.6990 2.6490 -0.8284
H 2.9677 1.0711 -1.4201
H 1.4901 1.8345 -1.8804
H 2.0062 0.9391 2.3467
H 3.2690 1.9446 1.4094
H 3.0983 0.1229 1.2558
H -1.8098 -1.8724 -0.5391
H 1.1952 -3.0260 -0.9678
H -0.2771 -3.5645 -1.5367
H -1.0279 -3.6460 0.8927
H 0.4148 -2.5796 1.2554
*
```

***

No. 3
ORCA calculation (ωB97M-V with the def2-TZVPD basis set) on a 2-piece molecular cluster, C9H19NO2 overall in a non-equilibrium geometry.

The value obtained for the energy above the lowest of the compared OMol25 structures with the same formula, charge and spin is 758.9 kJ/mol. The LUMO energy comes out at -2.2965 eV.

```
! RIJCOSX wB97M-V def2-TZVPD def2/J DEFGRID3
* xyz 0 1
C 2.4541 -1.6097 0.7004
C 2.2223 -0.1339 1.2224
O 0.9411 0.4110 0.9209
C 0.7022 0.4870 -0.4970
C -0.6884 -0.2183 -0.8083
C -1.3341 -0.8824 0.4473
C -2.2391 0.1510 1.2325
C -3.7222 -0.0975 0.7947
N -3.7935 -1.2796 0.2295
C -2.4728 -1.9511 0.1544
H 2.9522 -2.1988 1.5061
H 3.1784 -1.5417 -0.1584
H 1.5336 -2.0844 0.2893
H 2.2791 -0.1816 2.3460
H 3.0533 0.5543 0.9161
H 0.5727 1.5770 -0.7398
H 1.5391 0.1293 -1.1364
H -1.3640 0.5329 -1.2855
H -0.5144 -1.0294 -1.5688
H -0.6784 -1.4341 1.1544
H -1.9153 1.2117 1.3207
H -2.2297 -0.2452 2.2934
H -4.5729 0.6071 0.9388
H -4.6402 -1.7230 -0.1235
H -2.3124 -2.1706 -0.9428
H -2.4104 -2.9595 0.6263
C 2.6692 3.1982 -1.9889
O 1.8404 2.5000 -2.7727
H 3.6721 3.4485 -2.4110
H 2.3194 4.2042 -1.6502
H 2.9587 2.7286 -1.0101
*
```

***

No. 4
ORCA calculation (ωB97M-V with the def2-TZVPD basis set) on a 2-piece molecular cluster, C9H19NO4S overall in a non-equilibrium geometry.

The value obtained for the energy above the lowest of the compared OMol25 structures with the same formula, charge and spin is 298.2 kJ/mol. The LUMO energy comes out at 0.5192 eV.

```
! RIJCOSX wB97M-V def2-TZVPD def2/J DEFGRID3
* xyz 0 1
C -0.9055 0.0760 0.7093
C -4.2481 -1.2779 -0.4635
C 1.5588 -0.1862 2.6676
C 2.3241 1.0411 -1.7731
C 0.6035 2.3539 -0.9192
C -1.7565 -0.5724 -0.1889
C -3.1818 -0.5729 0.3195
C 1.9548 0.6606 1.4217
C 1.1283 0.2386 0.1721
N 1.1002 0.9244 -1.1054
O 0.5959 -2.3380 0.6052
O -1.0844 0.5627 1.7664
O 0.7301 -1.6294 -1.7752
O 2.7278 -1.7422 -0.4331
S 1.3369 -1.5047 -0.3274
H -4.3266 -0.8216 -1.3588
H -5.1831 -1.2924 0.1379
H -4.0177 -2.3384 -0.8541
H 2.4455 -0.8534 2.9664
H 1.5855 0.5314 3.4583
H 0.6688 -0.9191 2.7842
H 3.0224 0.3389 -1.3141
H 2.1164 0.7428 -2.7968
H 2.5464 2.2114 -1.8596
H -0.3379 2.3651 -0.3923
H 1.2948 2.8750 -0.3253
H 0.5524 2.7250 -1.8942
H -1.3247 -1.5164 -0.0769
H -1.7596 -0.2491 -1.2284
H -3.1406 -0.9445 1.2973
H -3.4486 0.4701 0.3865
H 1.9855 1.7975 1.6045
H 2.9585 0.2301 1.1887
H 1.4783 -1.3864 -2.3991
*
```

***

No. 5
ORCA calculation (ωB97M-V with the def2-TZVPD basis set) on a single C9H19PS molecule in a non-equilibrium geometry.

Its structure (SMILES) is C[C@H]1CCCP(C(C)(C)C)S1. The value obtained for the energy above the lowest of the compared OMol25 structures with the same formula, charge and spin is 35.0 kJ/mol. The LUMO energy comes out at 0.0810 eV.

```
! RIJCOSX wB97M-V def2-TZVPD def2/J DEFGRID3
* xyz 0 1
C 3.8834 1.1690 -0.0519
C 2.7202 0.1989 -0.2971
C 2.4607 -1.0596 0.5174
C 1.0889 -1.7325 0.2261
C -0.0401 -1.3083 1.1880
P -0.9115 0.5059 1.3450
C -2.1813 0.4507 -0.0864
C -3.4942 -0.1999 0.3726
C -2.5014 1.9811 -0.3310
C -1.4866 -0.2139 -1.3229
S 1.0689 1.3509 0.2886
H 4.8693 0.6865 0.1593
H 3.6548 1.9566 0.7645
H 4.1855 1.6800 -0.9764
H 2.5770 0.1166 -1.4058
H 2.5623 -0.8750 1.4921
H 3.1578 -1.8115 0.3175
H 0.7119 -1.5549 -0.8191
H 1.1801 -2.7530 0.3558
H -0.7994 -2.0468 0.8215
H 0.3178 -1.5713 2.1961
H -3.2104 -1.2448 0.7248
H -3.9345 0.4503 1.0934
H -4.0413 -0.1912 -0.5489
H -1.7262 2.6344 -0.9339
H -2.6078 2.4369 0.7105
H -3.5118 2.1291 -0.8965
H -0.7584 0.4739 -1.7937
H -0.9594 -1.1240 -1.0537
H -2.2744 -0.5343 -2.0557
*
```

***

No. 6
ORCA calculation (ωB97M-V with the def2-TZVPD basis set) on a 3-piece molecular cluster, C9H20BO7P2 overall.

The LUMO energy comes out at -3.4585 eV.

```
! RIJCOSX wB97M-V def2-TZVPD def2/J DEFGRID3
* xyz 1 1
C -0.4045 -1.5714 2.0865
O -0.6473 -0.2257 2.5964
B -0.9689 0.7324 1.7403
O -0.2881 1.4363 0.8262
P -2.9046 1.3037 1.7586
P -4.2769 -0.4200 2.2348
O -3.4922 -1.5050 2.8351
H -1.1325 -1.8190 1.3137
H 0.6083 -1.6433 1.6908
H -0.5384 -2.2567 2.9196
H 0.6740 1.4916 1.0434
H -3.1148 2.3375 2.6744
H -3.2599 1.8589 0.5261
H -5.2508 0.2321 3.0020
H -4.8565 -0.6165 0.9745
O -2.2636 -3.4615 -0.2312
C -1.3406 -3.5955 -0.9832
O -0.1275 -3.0637 -0.6937
C 0.7710 -3.2197 -1.8126
C 0.2128 -4.4039 -2.5979
C -1.2864 -4.2729 -2.3355
H 0.7628 -2.2932 -2.3900
H 1.7693 -3.3860 -1.4175
H 0.4868 -4.3774 -3.6493
H 0.5850 -5.3356 -2.1724
H -1.7735 -3.6124 -3.0562
H -1.8315 -5.2122 -2.3055
O 2.5407 2.1896 1.5699
C 2.7878 3.0196 0.7296
O 3.9631 3.6354 0.5900
C 3.8715 4.6473 -0.4525
C 2.6988 4.2074 -1.3393
C 1.8263 3.5153 -0.3040
H 3.6930 5.6080 0.0314
H 4.8293 4.6780 -0.9622
H 2.2207 5.0236 -1.8730
H 3.0547 3.4824 -2.0718
H 1.1480 4.2222 0.1804
H 1.2545 2.6705 -0.6757
*
```

***

No. 7
ORCA calculation (ωB97M-V with the def2-TZVPD basis set) on C9H20Br3CuN as an isolated structure in a non-equilibrium geometry.

The value obtained for the energy above the lowest of the compared OMol25 structures with the same formula, charge and spin is 163.5 kJ/mol. The LUMO energy comes out at 1.5500 eV.

```
! RIJCOSX wB97M-V def2-TZVPD def2/J DEFGRID3
* xyz -1 1
Cu -3.2425 1.9145 -2.7385
C 1.6624 -3.6442 -1.0380
C 2.4182 -2.6533 -0.1905
C 1.5148 -1.6936 0.6201
C 0.7220 -0.6889 -0.2492
N -0.1398 0.2776 0.5473
C 0.7377 1.1464 1.4438
C -0.1263 2.3742 1.8434
C -0.9874 2.5721 0.5861
C -0.7568 1.3768 -0.3129
C -1.2428 -0.4660 1.2413
H 1.2580 -4.3121 -0.2676
H 2.3155 -4.2507 -1.6663
H 0.8264 -3.3568 -1.6723
H 3.2083 -2.0871 -0.6964
H 3.0271 -3.0604 0.6233
H 2.0973 -1.1364 1.3573
H 0.8763 -2.3091 1.2594
H -0.0282 -1.1141 -0.9193
H 1.3577 -0.1056 -0.9133
H 1.0795 0.6370 2.3497
H 1.6943 1.3684 0.9722
H -0.6768 2.0765 2.7293
H 0.6123 3.1714 1.8823
H -2.0350 2.8065 0.7806
H -0.7372 3.4660 0.0087
H -1.7366 0.9718 -0.5554
H -0.1373 1.6275 -1.1685
H -1.7734 -1.1093 0.5451
H -1.8916 0.1936 1.8087
H -0.7317 -1.1324 1.9367
Br -1.1505 0.3606 -3.6369
Br -2.3458 4.6540 -2.5449
Br -5.6681 2.1248 -3.9653
*
```

***

No. 8
ORCA calculation (ωB97M-V with the def2-TZVPD basis set) on C9H20ClSiSnV as an isolated structure in a non-equilibrium geometry.

The expectation value of S² is 2.02. The value obtained for the energy above the lowest of the compared OMol25 structures with the same formula, charge and spin is 12.8 kJ/mol. The LUMO energy (spin up / spin down) comes out at -0.8102 / -1.2368 eV.

```
! RIJCOSX wB97M-V def2-TZVPD def2/J DEFGRID3
* xyz 0 3
V 0.5024 -0.9392 -4.2976
Cl 1.8130 -2.6301 -4.7041
C 1.5350 0.6816 -4.6788
C -0.9561 -1.0250 -5.5926
H 1.3916 1.0164 -5.7189
H 1.2915 1.5026 -3.9906
H 2.6009 0.4291 -4.5524
H -0.7507 -0.3920 -6.4680
H -1.9196 -0.7416 -5.1526
H -1.0271 -2.0665 -5.9398
Sn -0.7453 -1.2183 -0.5983
C -2.8517 -1.4343 -0.1556
C -0.5567 -0.3041 -2.5683
H -3.4531 -0.7674 -0.7813
H -3.0905 -2.4864 -0.3555
H -3.0012 -1.2089 0.9046
H -1.6150 -0.1860 -2.8676
H -0.1820 0.7029 -2.3100
C -0.6835 1.7152 4.6257
Si 0.6799 0.7522 3.7771
C 2.3067 1.6691 3.9007
C 0.8379 -0.9707 4.5192
C 0.2583 0.4655 2.0114
C -0.0186 0.0943 0.8622
H -0.5250 1.7473 5.7121
H -1.6630 1.2569 4.4350
H -0.7198 2.7477 4.2538
H 2.5713 1.8980 4.9417
H 3.1163 1.0704 3.4628
H 2.2465 2.6121 3.3417
H -0.0177 -1.5899 4.2166
H 1.7492 -1.4621 4.1520
H 0.8762 -0.9387 5.6154
*
```

***

No. 9
ORCA calculation (ωB97M-V with the def2-TZVPD basis set) on C9H20F3HgN2O9S as an isolated structure in a non-equilibrium geometry.

The value obtained for the energy above the lowest of the compared OMol25 structures with the same formula, charge and spin is 422.8 kJ/mol. The LUMO energy comes out at 4.4604 eV.

```
! RIJCOSX wB97M-V def2-TZVPD def2/J DEFGRID3
* xyz -3 1
Hg 0.6330 1.9016 -0.8797
O 3.8790 3.5543 -0.2854
H 4.7023 3.2365 0.1338
O 0.5853 3.1150 -4.2356
H 0.0866 2.4484 -4.7469
O 0.7159 7.5484 -1.0664
C -0.1368 7.7965 0.0327
C -1.0613 6.5453 0.6798
O -1.5077 5.5737 -0.2294
H -0.7816 8.5755 -0.3739
H 0.3626 8.3556 0.8240
H -1.9351 6.9971 1.1494
H -0.5313 5.9126 1.3919
C 5.1446 -2.4229 -4.5087
F 4.8874 -3.6458 -4.3131
F 5.8153 -1.9265 -3.4297
F 6.0388 -2.4023 -5.4817
S 3.5622 -1.4501 -4.8658
O 2.9718 -1.2130 -3.5372
O 4.0052 -0.1805 -5.5009
O 2.6681 -2.2685 -5.7513
C 0.8739 -0.8185 4.3168
O 0.7497 -0.5239 3.1339
N -0.1437 -0.8870 5.2391
C 0.3082 -1.0720 6.6141
C -1.5135 -0.2504 5.0428
H 1.8378 -1.2151 4.6714
H 0.1393 -0.1728 7.2066
H 1.3085 -1.4736 6.7764
H -0.3122 -1.7934 7.1457
H -2.1626 -0.9966 5.5010
H -1.6881 0.7752 5.3679
H -1.8807 -0.2537 4.0165
C -3.2016 -2.4963 -1.9069
O -2.3503 -1.6570 -1.4762
N -3.1888 -3.7847 -1.6495
C -4.1333 -4.7342 -2.3435
C -2.0125 -4.3259 -0.8180
H -4.1057 -2.2062 -2.4643
H -5.0287 -4.1473 -2.5481
H -4.5509 -5.5014 -1.6915
H -3.7036 -5.0769 -3.2849
H -2.3122 -4.4182 0.2259
H -1.9230 -5.3067 -1.2849
H -1.1105 -3.7142 -0.7960
*
```

***

No. 10
ORCA calculation (ωB97M-V with the def2-TZVPD basis set) on a 7-piece molecular cluster, C9H20N2O8S overall in a non-equilibrium geometry.

Its structure (SMILES) is O=[SH](=O)Cc1cccc2nccnc12.O.O.O.O.O.O. The LUMO energy comes out at -0.7310 eV.

```
! RIJCOSX wB97M-V def2-TZVPD def2/J DEFGRID3
* xyz 0 1
O -3.0644 -2.9026 -3.3715
S -3.3145 -1.9399 -2.3319
O -3.1477 -2.5332 -1.0285
C -2.1372 -0.5405 -2.4688
C -1.3894 -0.4660 -1.1399
C -0.3278 -1.2842 -0.9700
C 0.3576 -1.2458 0.2921
C -0.0836 -0.4152 1.2606
C -1.1891 0.4611 1.0871
N -1.5377 1.2802 2.1244
C -2.5734 2.0303 1.8180
C -3.2791 1.9797 0.5857
N -2.9534 1.1979 -0.4109
C -1.8608 0.4331 -0.1426
H -4.5787 -1.4197 -2.3481
H -1.4382 -0.7019 -3.2948
H -2.6794 0.3962 -2.6505
H 0.0219 -1.9814 -1.7285
H 1.2056 -1.8946 0.4846
H 0.4334 -0.4256 2.2194
H -2.9261 2.7325 2.5771
H -4.1449 2.6335 0.4652
O 1.4714 1.7257 -1.7202
H 0.9090 0.9633 -1.5319
H 2.3621 1.4161 -1.5204
O 3.5162 -2.2873 -0.4244
H 3.8924 -3.0792 -0.8247
H 4.1387 -2.0559 0.2760
O 2.5706 -2.6424 2.2677
H 1.9903 -2.8448 3.0097
H 2.6099 -3.4659 1.7699
O 5.2447 0.4712 -1.1944
H 4.6935 -0.2949 -1.0003
H 6.1424 0.1721 -1.0209
O 1.2485 1.7596 3.5133
H 0.2872 1.8588 3.4791
H 1.4821 2.0160 4.4108
O -0.4965 3.9237 -0.3694
H -0.0608 3.1042 -0.6403
H -1.0682 3.6590 0.3575
*
```

***

No. 11
ORCA calculation (ωB97M-V with the def2-TZVPD basis set) on a 4-piece molecular cluster, C9H20N2O9S overall in a non-equilibrium geometry.

Its structure (SMILES) is NC(=O)CC[C@]1(N=C=O)COS(=O)(=O)O1.CO.CO.CO. The LUMO energy comes out at 0.1904 eV.

```
! RIJCOSX wB97M-V def2-TZVPD def2/J DEFGRID3
* xyz 0 1
N 5.2919 0.0179 0.5766
C 3.9862 0.3982 0.0365
O 3.4857 -0.3243 -0.7904
C 3.3753 1.7362 0.5894
C 2.2010 2.3295 -0.2767
C 0.7765 1.7075 0.0568
N -0.0892 2.3712 -0.9879
C -0.3824 1.4916 -1.8334
O -0.6152 0.9872 -2.8477
C 0.1940 1.9911 1.5250
O 0.1969 0.7662 2.3385
S -0.0380 -0.4274 1.2082
O 0.7222 -1.6037 1.5458
O -1.3909 -0.5983 0.7186
O 0.7647 0.2633 -0.0697
H 5.5278 0.6688 1.3301
H 5.9901 0.1003 -0.1717
H 3.0194 1.5821 1.6454
H 4.2220 2.4817 0.6400
H 2.3482 2.1649 -1.3836
H 2.1545 3.4486 -0.1229
H 0.9040 2.7092 2.0128
H -0.8819 2.3263 1.5503
C 0.6987 -2.6422 -2.0722
O -0.6862 -2.3121 -2.1028
H 0.8020 -3.7092 -1.8817
H 1.1542 -2.4010 -3.0357
H 1.1944 -2.0842 -1.2754
H -0.7511 -1.3651 -2.2728
C -3.4344 1.3246 2.3666
O -3.0408 2.5212 3.0340
H -2.5915 0.6366 2.3590
H -4.2716 0.8638 2.8961
H -3.7225 1.5547 1.3377
H -3.7998 3.1149 3.0294
C -4.2484 -3.7146 -1.5463
O -2.9424 -4.1711 -1.8555
H -4.9223 -4.5708 -1.5241
H -4.2508 -3.2291 -0.5660
H -4.5876 -3.0094 -2.3109
H -2.3629 -3.3954 -1.8696
*
```

***

No. 12
ORCA calculation (ωB97M-V with the def2-TZVPD basis set) on an isolated ion of composition C9H20N3 and charge +1 in a non-equilibrium geometry.

Its structure (SMILES) is CCC1(CC)NC=N[N@H+]1C(C)C. The value obtained for the energy above the lowest of the compared OMol25 structures with the same formula, charge and spin is 248.5 kJ/mol. The LUMO energy comes out at -2.4037 eV.

```
! RIJCOSX wB97M-V def2-TZVPD def2/J DEFGRID3
* xyz 1 1
C 0.1529 -0.9369 -2.2019
C 0.4757 0.5160 -1.6784
C -0.4974 0.7840 -0.4502
C -0.4646 2.3894 -0.1514
C 1.0265 2.8391 -0.0164
N -2.1125 0.3449 -0.7262
C -2.4303 -0.1346 0.4671
N -1.5357 -0.3821 1.3512
N -0.2088 -0.0346 0.8088
C 0.7191 -1.1599 0.7666
C 0.0893 -2.5355 0.4329
C 1.3141 -1.2077 2.3028
H 0.9132 -1.7357 -1.9346
H -0.0499 -0.9386 -3.3054
H -0.7556 -1.2916 -1.7500
H 0.1620 1.3761 -2.3601
H 1.4603 0.5800 -1.3290
H -0.8932 2.9605 -0.8665
H -0.9207 2.3757 0.8951
H 0.9639 3.9338 0.3447
H 1.3997 2.5658 -0.9750
H 1.5804 2.2541 0.7901
H -2.6510 0.5741 -1.5353
H -3.4828 -0.3362 0.7935
H 0.1361 0.5430 1.5967
H 1.4185 -0.9357 0.0653
H -0.3508 -2.9762 1.2790
H -0.7308 -2.4800 -0.3341
H 0.8845 -3.2068 -0.0562
H 0.4711 -1.2703 2.9910
H 1.9883 -0.3551 2.4076
H 1.9284 -2.1189 2.3782
*
```